Entry 1:
{"formula": "C74H152F18N5O13P2S4", "method": "ωB97M-V with the def2-TZVPD basis set", "lumo_energy_ev": -4.15, "s_squared": 0.754, "homo_energy_ha": -0.406, "total_charge": 2, "spin_multiplicity": 2, "symbols": ["C", "O", "O", "C", "F", "F", "F", "C", "C", "H", "H", "H", "H", "H", "H", "C", "O", "O", "C", "F", "F", "F", "C", "C", "H", "H", "H", "H", "H", "H", "C", "C", "C", "C", "N", "C", "C", "C", "C", "C", "C", "C", "H", "H", "H", "H", "H", "H", "H", "H", "H", "H", "H", "H", "H", "H", "H", "H", "H", "H", "H", "H", "H", "H", "H", "H", "C", "C", "C", "C", "N", "C", "C", "C", "C", "C", "C", "C", "H", "H", "H", "H", "H", "H", "H", "H", "H", "H", "H", "H", "H", "H", "H", "H", "H", "H", "H", "H", "H", "H", "H", "H", "C", "C", "C", "C", "P", "C", "C", "C", "C", "C", "C", "C", "C", "C", "C", "C", "C", "H", "H", "H", "H", "H", "H", "H", "H", "H", "H", "H", "H", "H", "H", "H", "H", "H", "H", "H", "H", "H", "H", "H", "H", "H", "H", "H", "H", "H", "H", "H", "H", "H", "H", "H", "H", "C", "C", "C", "C", "P", "C", "C", "C", "C", "C", "C", "C", "C", "C", "C", "C", "C", "H", "H", "H", "H", "H", "H", "H", "H", "H", "H", "H", "H", "H", "H", "H", "H", "H", "H", "H", "H", "H", "H", "H", "H", "H", "H", "H", "H", "H", "H", "H", "H", "H", "H", "H", "H", "C", "C", "N", "C", "C", "C", "C", "C", "O", "C", "H", "H", "H", "H", "H", "H", "H", "H", "H", "H", "H", "H", "H", "H", "H", "H", "H", "H", "H", "H", "C", "F", "F", "F", "S", "O", "O", "N", "S", "O", "O", "C", "F", "F", "F", "C", "F", "F", "F", "S", "O", "O", "N", "S", "O", "O", "C", "F", "F", "F"], "xyz": [[-9.655, 17.356, -0.763], [-8.817, 16.406, -0.043], [-9.302, 18.498, -0.017], [-9.351, 17.197, -2.285], [-10.001, 16.110, -2.805], [-9.837, 18.314, -2.956], [-8.039, 17.116, -2.619], [-8.868, 14.984, -0.428], [-8.038, 14.152, 0.458], [-7.064, 14.629, 0.567], [-8.574, 13.945, 1.384], [-7.728, 13.238, -0.049], [-8.339, 14.882, -1.376], [-9.814, 14.474, -0.610], [-10.688, 17.087, -0.546], [-1.517, 11.346, -1.385], [-2.734, 12.164, -1.740], [-1.367, 10.358, -2.430], [-0.342, 12.333, -1.068], [-0.769, 13.483, -0.554], [0.453, 11.736, -0.157], [0.321, 12.708, -2.190], [-3.986, 11.508, -1.755], [-5.090, 12.646, -1.756], [-5.210, 13.287, -2.629], [-6.073, 12.197, -1.616], [-4.936, 13.225, -0.845], [-4.118, 10.809, -0.929], [-4.036, 10.934, -2.680], [-1.843, 10.885, -0.453], [-2.759, 15.153, -3.477], [-3.582, 14.939, -4.744], [-2.924, 14.195, -5.825], [-2.657, 12.729, -5.330], [-2.116, 11.791, -6.411], [-3.182, 11.303, -7.516], [-3.783, 10.029, -6.950], [-3.045, 9.702, -5.619], [-1.689, 10.449, -5.880], [-0.858, 12.397, -7.145], [0.239, 12.853, -6.112], [1.455, 13.416, -6.883], [-2.106, 14.346, -3.145], [-3.365, 15.455, -2.623], [-2.217, 16.081, -3.659], [-3.902, 15.944, -5.020], [-4.495, 14.401, -4.490], [-1.974, 14.665, -6.079], [-3.556, 14.121, -6.709], [-3.513, 12.181, -4.936], [-1.867, 12.652, -4.584], [-2.680, 11.315, -8.483], [-3.901, 12.121, -7.569], [-3.677, 9.212, -7.663], [-4.827, 10.127, -6.652], [-2.958, 8.628, -5.454], [-3.613, 10.010, -4.742], [-1.186, 9.905, -6.680], [-1.079, 10.618, -4.993], [-1.220, 13.242, -7.731], [-0.467, 11.639, -7.822], [0.515, 12.037, -5.444], [-0.163, 13.578, -5.404], [1.187, 14.330, -7.412], [1.865, 12.807, -7.689], [2.270, 13.614, -6.187], [3.184, 22.674, -1.357], [2.569, 21.427, -0.753], [2.030, 20.389, -1.719], [1.756, 19.011, -1.144], [0.823, 18.117, -2.041], [-0.575, 18.829, -2.105], [-1.583, 17.987, -1.241], [-0.656, 17.009, -0.461], [0.482, 16.752, -1.452], [1.262, 18.003, -3.550], [2.723, 17.452, -3.729], [3.085, 16.896, -5.231], [2.682, 23.085, -2.233], [4.180, 22.493, -1.762], [3.346, 23.517, -0.685], [1.780, 21.648, -0.034], [3.393, 20.961, -0.213], [2.644, 20.392, -2.620], [1.159, 20.882, -2.149], [1.352, 19.098, -0.136], [2.716, 18.496, -1.188], [-0.948, 18.794, -3.129], [-0.542, 19.849, -1.724], [-2.273, 17.449, -1.891], [-2.146, 18.576, -0.516], [-1.177, 16.118, -0.109], [-0.209, 17.581, 0.353], [0.173, 16.051, -2.227], [1.418, 16.436, -0.991], [1.251, 19.044, -3.873], [0.583, 17.394, -4.147], [3.002, 16.683, -3.009], [3.450, 18.245, -3.554], [4.132, 16.605, -5.310], [2.758, 17.480, -6.092], [2.620, 15.941, -5.475], [-3.607, 8.300, -0.493], [-3.682, 6.861, -0.014], [-4.720, 6.558, 1.070], [-4.363, 5.250, 1.795], [-5.656, 4.040, 1.910], [-7.280, 4.797, 2.474], [-8.356, 3.652, 2.908], [-9.604, 4.342, 3.622], [-10.727, 3.386, 4.230], [-5.945, 3.307, 0.216], [-4.896, 2.231, -0.294], [-5.256, 1.622, -1.680], [-6.751, 1.594, -2.026], [-5.216, 2.747, 3.057], [-3.757, 2.187, 2.945], [-3.030, 2.517, 4.257], [-1.540, 2.214, 4.393], [-4.315, 8.550, -1.283], [-2.646, 8.417, -0.994], [-3.788, 9.013, 0.311], [-2.681, 6.592, 0.324], [-3.825, 6.170, -0.845], [-5.643, 6.420, 0.506], [-4.918, 7.428, 1.696], [-4.201, 5.408, 2.862], [-3.393, 4.817, 1.551], [-7.587, 5.425, 1.638], [-7.047, 5.406, 3.347], [-7.941, 2.881, 3.557], [-8.603, 3.108, 1.997], [-10.090, 5.043, 2.943], [-9.281, 4.930, 4.481], [-10.458, 2.797, 5.107], [-11.103, 2.654, 3.514], [-11.490, 4.050, 4.635], [-6.037, 4.117, -0.507], [-6.905, 2.821, 0.386], [-4.797, 1.395, 0.398], [-3.924, 2.725, -0.302], [-4.726, 0.673, -1.758], [-4.767, 2.220, -2.450], [-7.264, 1.000, -1.270], [-6.893, 1.078, -2.976], [-7.209, 2.583, -2.025], [-5.944, 1.954, 2.888], [-5.519, 3.115, 4.037], [-3.140, 2.680, 2.194], [-3.752, 1.114, 2.749], [-3.607, 2.092, 5.079], [-3.021, 3.591, 4.447], [-0.986, 3.096, 4.070], [-1.172, 1.355, 3.832], [-1.241, 2.030, 5.425], [4.726, 4.756, -4.237], [4.587, 6.129, -4.869], [3.218, 6.735, -4.663], [2.778, 6.959, -3.193], [1.309, 8.085, -2.990], [0.717, 7.750, -1.252], [1.555, 8.445, -0.095], [1.290, 8.042, 1.352], [-0.189, 8.249, 1.658], [1.829, 9.823, -3.324], [3.363, 9.976, -3.576], [3.533, 11.304, -4.307], [4.991, 11.444, -4.735], [-0.042, 7.573, -4.137], [-0.604, 6.048, -3.962], [-1.921, 6.078, -3.214], [-2.789, 4.793, -3.168], [3.985, 4.054, -4.618], [4.683, 4.772, -3.148], [5.644, 4.215, -4.466], [4.619, 5.976, -5.948], [5.363, 6.807, -4.514], [2.372, 6.174, -5.061], [2.993, 7.608, -5.275], [3.655, 7.368, -2.690], [2.532, 6.072, -2.610], [0.654, 6.665, -1.174], [-0.295, 8.152, -1.196], [1.290, 9.501, -0.154], [2.612, 8.345, -0.340], [1.962, 8.596, 2.008], [1.512, 7.029, 1.686], [-0.859, 7.508, 1.220], [-0.690, 9.160, 1.332], [-0.432, 8.258, 2.721], [1.610, 10.443, -2.455], [1.289, 10.173, -4.204], [3.707, 9.083, -4.098], [3.951, 9.983, -2.658], [3.098, 12.179, -3.825], [2.982, 11.343, -5.247], [5.686, 11.335, -3.903], [5.052, 12.334, -5.362], [5.326, 10.652, -5.404], [0.195, 7.799, -5.177], [-0.818, 8.296, -3.888], [0.138, 5.345, -3.585], [-0.840, 5.687, -4.963], [-2.550, 6.816, -3.711], [-1.727, 6.347, -2.176], [-2.268, 3.917, -2.783], [-2.971, 4.582, -4.222], [-3.718, 4.794, -2.597], [0.429, 14.962, 3.682], [0.817, 13.783, 2.824], [0.882, 12.487, 3.723], [1.268, 11.283, 2.802], [1.972, 12.623, 4.854], [3.433, 12.860, 4.441], [-0.398, 11.948, 4.478], [-1.647, 11.884, 3.640], [-2.076, 13.242, 3.378], [-3.115, 13.248, 2.356], [1.115, 15.200, 4.496], [-0.608, 14.820, 3.986], [0.614, 15.781, 2.987], [1.724, 13.894, 2.230], [0.063, 13.734, 2.038], [2.271, 11.334, 2.377], [0.602, 11.061, 1.968], [1.359, 10.435, 3.481], [1.932, 11.828, 5.599], [1.580, 13.351, 5.565], [3.789, 12.042, 3.816], [4.134, 12.875, 5.276], [3.541, 13.851, 3.999], [-0.494, 12.663, 5.296], [-0.246, 10.926, 4.823], [-2.456, 11.365, 4.154], [-1.593, 11.293, 2.726], [-3.875, 12.518, 2.635], [-2.805, 13.007, 1.339], [-3.698, 14.167, 2.409], [-11.418, 6.652, -2.566], [-12.318, 6.614, -1.613], [-11.932, 6.139, -3.660], [-11.124, 7.951, -2.783], [-9.775, 5.781, -2.095], [-9.736, 5.827, -0.635], [-10.045, 4.427, -2.626], [-8.547, 6.654, -3.057], [-7.765, 7.504, -2.129], [-8.498, 8.412, -1.264], [-6.727, 6.755, -1.427], [-6.838, 8.741, -3.365], [-7.705, 9.366, -4.219], [-6.245, 9.742, -2.666], [-5.947, 8.050, -4.067], [-7.089, 11.819, -9.082], [-8.107, 10.931, -9.368], [-6.203, 11.187, -8.287], [-6.466, 12.119, -10.239], [-7.674, 13.311, -8.042], [-6.495, 14.144, -7.869], [-8.727, 13.838, -8.882], [-8.431, 12.624, -6.629], [-7.409, 12.898, -5.532], [-6.371, 11.820, -5.342], [-7.146, 14.320, -5.269], [-8.584, 12.569, -3.912], [-9.542, 13.450, -3.841], [-9.136, 11.359, -3.861], [-7.813, 12.823, -2.850]]}

=====

Entry 2:
{"formula": "C11H21N4ORuS4Si", "method": "ωB97M-V with the def2-TZVPD basis set", "lumo_energy_ev": -3.39, "homo_energy_ha": -0.391, "total_charge": 1, "spin_multiplicity": 1, "symbols": ["Ru", "C", "C", "C", "C", "C", "C", "N", "N", "Si", "C", "C", "C", "H", "H", "H", "H", "H", "H", "H", "H", "H", "H", "H", "H", "H", "H", "H", "S", "S", "S", "S", "C", "N", "C", "N", "O", "H", "H", "H", "H", "H", "H"], "xyz": [[-0.552, -0.043, 0.517], [2.572, 1.088, 0.485], [1.552, 2.163, 0.269], [1.988, 3.468, 0.073], [1.082, 4.504, -0.046], [-0.267, 4.213, 0.049], [-0.648, 2.900, 0.233], [0.234, 1.877, 0.319], [-2.019, 2.567, 0.347], [-2.879, 2.494, 1.927], [-1.554, 2.913, 3.179], [-4.267, 3.731, 1.881], [-3.493, 0.744, 2.174], [3.510, 1.366, 0.009], [2.249, 0.130, 0.091], [2.766, 0.984, 1.556], [3.051, 3.654, 0.019], [1.421, 5.519, -0.204], [-1.030, 4.974, -0.024], [-1.124, 3.903, 3.016], [-0.743, 2.180, 3.161], [-1.986, 2.901, 4.182], [-3.893, 4.740, 1.700], [-4.804, 3.742, 2.832], [-4.991, 3.490, 1.101], [-2.692, -0.004, 2.099], [-4.268, 0.467, 1.458], [-3.912, 0.642, 3.178], [-2.746, 2.071, -1.086], [-2.090, 0.084, -1.134], [-0.613, -0.250, -2.653], [0.422, -1.195, -1.124], [3.608, -0.670, 4.259], [2.327, -0.278, 3.699], [1.748, -0.843, 2.631], [2.423, -1.795, 1.958], [0.609, -0.481, 2.262], [3.818, -0.037, 5.116], [4.415, -0.533, 3.536], [3.596, -1.706, 4.602], [1.771, 0.419, 4.163], [3.274, -2.195, 2.310], [1.929, -2.296, 1.239]]}

=====

Entry 3:
{"formula": "H37O19", "method": "ωB97M-V with the def2-TZVPD basis set", "lumo_energy_ev": 2.30, "de_lowest_kcal_mol": 69.48, "homo_energy_ha": -0.287, "total_charge": -1, "spin_multiplicity": 1, "symbols": ["O", "H", "H", "O", "H", "H", "O", "H", "H", "O", "H", "H", "O", "H", "H", "O", "H", "H", "O", "H", "H", "O", "H", "O", "H", "H", "O", "H", "H", "O", "H", "H", "O", "H", "H", "O", "H", "H", "O", "H", "H", "O", "H", "H", "O", "H", "H", "O", "H", "H", "O", "H", "H", "O", "H", "H"], "xyz": [[1.161, 1.148, -4.373], [-1.881, -0.802, -1.011], [-2.036, 0.103, 3.721], [0.061, -0.762, -2.633], [-0.571, 0.863, 0.005], [0.665, -1.406, -3.007], [-2.008, 0.199, 2.759], [-0.260, -2.548, -0.544], [-1.035, 2.907, 1.224], [-1.600, 1.403, -4.525], [-0.652, 1.488, -4.695], [-2.002, 0.693, -4.057], [1.846, 0.614, 1.463], [1.387, 0.036, 2.109], [-3.394, 0.582, -1.670], [0.088, -0.928, 0.011], [2.012, -3.259, -2.037], [1.278, 1.198, 0.947], [-1.744, 2.766, 1.856], [-2.802, 1.913, -2.175], [-2.409, 2.208, 1.455], [-3.413, 1.554, -1.522], [2.300, 3.006, 3.543], [3.075, 3.435, -0.680], [0.478, -3.875, -1.900], [3.052, 2.559, -0.278], [-0.682, -3.408, -0.379], [-0.572, 1.360, -1.429], [-0.729, -3.547, 0.554], [-0.058, -1.670, 2.319], [-0.564, -2.474, 2.447], [2.193, -3.440, -0.591], [-0.496, 1.685, -0.524], [0.482, -0.116, 0.346], [-4.136, -0.823, 2.287], [1.246, -3.643, -2.440], [-3.913, -1.009, 0.792], [0.032, -1.412, 1.093], [1.616, 3.176, 2.892], [-1.509, -0.642, 2.608], [4.980, -0.187, 0.713], [1.126, 0.687, 3.995], [2.135, 3.648, -0.690], [0.462, 1.254, 3.577], [-4.255, -1.453, 1.575], [1.854, -2.293, 0.304], [1.567, 1.457, -3.554], [2.436, -3.057, 0.264], [1.743, 2.545, 2.175], [0.677, -0.169, 4.059], [-2.839, -0.800, -0.928], [-3.208, -1.661, -1.121], [-0.215, -1.096, -1.760], [4.697, 0.708, 0.505], [0.504, 0.529, -4.015], [3.832, 0.755, 0.938]]}